Entry from the Open Molecules 2025 dataset: a 8-piece molecular cluster, C29H71N3O8 overall at a distorted geometry (ωB97M-V/def2-TZVPD).

Geometry as XYZ:
```
111
Properties=species:S:1:pos:R:3:forces:R:3
C 4.318 2.158 -1.572 -1.17 -0.04 -0.02
C 3.248 2.809 -2.539 -0.22 0.23 0.13
C 2.442 3.842 -1.696 -0.37 -1.78 -0.46
C 3.834 3.686 -3.705 1.46 -1.48 0.87
C 4.403 2.815 -4.881 -1.47 2.75 1.11
C 3.369 1.815 -5.319 1.55 -1.01 -1.61
C 2.754 0.922 -4.236 -0.37 -1.05 0.60
C 1.530 0.186 -4.763 -1.06 0.87 -1.31
C 3.794 -0.122 -3.829 1.03 0.56 0.34
N 2.275 1.795 -3.149 1.40 2.34 -0.81
O 1.415 1.170 -2.234 0.40 -0.09 0.29
H 3.909 2.268 -0.568 0.13 0.10 0.18
H 4.369 1.076 -1.694 0.33 0.25 -0.17
H 5.305 2.620 -1.562 -0.04 -0.03 -0.34
H 1.678 4.243 -2.362 0.18 0.65 0.15
H 1.893 3.289 -0.934 0.13 0.15 0.32
H 3.127 4.549 -1.228 -0.25 0.18 -0.22
H 3.165 4.518 -3.925 -0.62 -0.68 -0.86
H 4.662 4.281 -3.319 0.37 -0.26 0.51
H 4.567 3.593 -5.627 0.10 -0.41 -0.64
H 5.385 2.375 -4.706 -0.19 -0.05 0.58
H 4.050 1.222 -5.929 -0.32 -1.16 -0.08
H 2.755 2.156 -6.152 -0.94 0.52 0.79
H 0.871 1.011 -5.033 -0.76 -0.04 0.37
H 1.015 -0.544 -4.137 0.35 0.35 0.41
H 1.599 -0.284 -5.744 0.97 -0.24 -0.02
H 3.578 -0.794 -2.999 -0.68 -0.03 -0.15
H 4.658 0.433 -3.464 0.40 -0.25 -0.40
H 4.076 -0.691 -4.715 0.03 -0.15 0.14
H 0.601 1.616 -2.478 -0.37 -0.27 0.36
C 1.272 -7.086 -4.253 -1.52 -1.36 0.64
C -0.121 -7.730 -3.783 -0.61 1.95 1.19
C 0.132 -9.170 -3.184 -0.77 0.55 -1.80
C -0.744 -6.828 -2.618 0.37 -0.47 0.65
C -1.467 -5.560 -3.060 -0.15 -0.49 -2.40
C -2.627 -5.848 -4.078 0.15 0.61 0.50
C -2.461 -7.176 -4.849 -0.42 -0.88 0.43
C -3.387 -8.242 -4.153 0.19 -0.50 -0.18
C -2.887 -6.929 -6.292 -1.58 0.34 0.44
N -1.071 -7.590 -4.881 1.65 -0.07 -0.16
O -0.725 -8.506 -5.916 -0.59 -0.17 0.28
H 1.240 -6.026 -4.506 -0.25 0.02 0.44
H 1.910 -7.325 -3.402 0.62 0.38 -0.38
H 1.589 -7.594 -5.164 0.30 -0.24 0.21
H -0.810 -9.667 -2.956 -0.15 0.34 0.51
H 0.470 -9.780 -4.022 0.66 -0.07 0.15
H 0.822 -9.184 -2.340 -0.08 0.11 -0.15
H -1.344 -7.445 -1.949 -0.19 -0.20 -0.13
H 0.098 -6.501 -2.010 0.15 -0.08 0.15
H -1.798 -4.810 -2.342 0.32 -0.45 0.42
H -0.656 -5.144 -3.658 -0.21 0.89 -0.12
H -2.830 -5.018 -4.754 1.24 0.26 -0.58
H -3.628 -5.744 -3.659 -0.02 -1.05 0.95
H -3.484 -9.170 -4.717 0.03 0.09 -0.49
H -4.396 -7.897 -3.924 -0.01 0.29 -0.29
H -3.001 -8.610 -3.203 0.38 0.47 0.17
H -3.934 -6.663 -6.146 -0.49 -0.26 -0.39
H -2.837 -7.782 -6.969 0.20 0.16 0.17
H -2.522 -5.993 -6.715 0.79 -0.32 -0.05
H -0.129 -8.009 -6.481 -0.02 0.15 -0.18
C -0.788 6.175 3.851 -0.47 1.16 0.98
C -1.033 6.139 5.375 0.73 1.59 0.07
C 0.250 5.677 5.944 2.40 -1.61 1.26
C -1.215 7.524 6.066 -0.55 1.00 -0.89
C -2.539 8.249 5.745 0.40 -1.24 0.53
C -3.637 7.311 6.182 -0.08 -1.32 0.56
C -3.528 5.817 5.683 -1.58 0.24 0.08
C -4.450 4.995 6.715 1.51 0.02 -0.14
C -4.077 5.726 4.258 -0.68 0.00 -0.63
N -2.134 5.352 5.811 -1.20 0.67 1.50
O -1.966 4.003 5.523 -0.27 -0.61 -0.42
H -1.512 6.914 3.509 -0.11 -0.56 -0.99
H 0.199 6.608 3.690 0.02 -0.15 -0.20
H -0.834 5.158 3.460 -0.30 0.29 -0.28
H 1.098 6.340 5.772 -0.31 0.49 -0.42
H 0.322 5.539 7.023 -0.73 0.04 0.30
H 0.623 4.729 5.555 -0.35 -0.23 -0.32
H -1.132 7.388 7.144 0.00 -0.15 0.01
H -0.441 8.230 5.763 0.48 -0.34 -0.05
H -2.653 9.119 6.393 0.30 0.40 -0.46
H -2.521 8.494 4.683 -0.42 0.28 0.03
H -4.645 7.717 6.099 -0.13 -0.21 -0.72
H -3.560 7.204 7.264 0.35 0.18 0.28
H -4.568 3.922 6.560 0.06 0.03 -0.78
H -5.445 5.394 6.915 0.14 0.38 -0.37
H -3.880 5.017 7.644 -0.10 0.27 0.30
H -3.744 6.513 3.582 0.75 -0.08 0.08
H -5.150 5.902 4.183 -0.32 -0.17 0.67
H -3.936 4.752 3.789 0.36 -0.02 0.07
H -1.876 3.634 6.404 0.10 -0.39 -0.03
C -0.999 -0.587 2.524 0.73 -0.86 -1.60
O -1.533 -1.527 1.528 0.40 0.59 0.86
H 0.045 -0.882 2.629 -0.07 -0.46 0.57
H -0.837 0.380 2.047 -0.91 0.39 0.25
H -1.510 -0.582 3.487 -0.07 0.11 -0.27
H -2.476 -1.663 1.644 -0.06 0.24 0.19
C 6.033 -0.455 3.534 -0.11 -0.32 -0.77
O 5.710 -1.119 2.313 0.47 -0.38 -0.01
H 6.036 0.622 3.367 -0.04 0.12 0.33
H 5.390 -0.745 4.365 -0.20 0.13 -0.02
H 7.042 -0.789 3.775 -0.01 0.15 0.01
H 4.802 -1.033 2.011 -0.16 0.27 0.40
O -0.324 -1.429 7.267 0.07 0.19 -0.12
H -0.869 -1.401 8.053 -0.13 0.05 0.21
H -0.263 -2.359 7.049 0.05 -0.24 -0.10
O 2.418 -1.966 0.241 0.33 -0.03 0.13
H 2.105 -1.263 -0.329 -0.11 0.28 -0.23
H 1.620 -2.381 0.569 -0.26 -0.13 0.10
O -5.923 -1.757 2.584 0.26 0.01 -0.03
H -6.556 -1.756 1.866 -0.13 0.01 -0.22
H -6.457 -1.836 3.374 -0.09 -0.02 0.23
```
Forces are in eV/Å.

Energy relative to the best compared isomer or geometry (same formula, charge and spin), eV: 5.435
SMILES: CC1(C)CCCC(C)(C)N1O.CC1(C)CCCC(C)(C)N1O.CC1(C)CCCC(C)(C)N1O.CO.CO.O.O.O
E, Eh: -1913.41860
Largest force on an atom, eV Å⁻¹: 3.31